Here is an isolated molecule of C7H10BN at a distorted geometry from the OMol25 dataset. Energies are from wB97M-V/def2-TZVPD.

As for the frontier orbital gap (alpha / beta): 0.2484 / 0.2557 hartree.

ORCA input file:
```
! RIJCOSX wB97M-V def2-TZVPD def2/J DEFGRID3
* xyz 0 3
B 2.421 -1.949 0.056
C -1.317 1.576 0.914
C -0.102 2.132 0.345
C -1.497 0.241 0.942
C 0.954 1.482 -0.187
C -0.498 -0.617 0.205
C 0.880 0.027 0.001
C -1.247 -0.699 -1.184
N 1.920 -0.699 0.237
H 2.782 -2.292 -0.970
H 2.992 -2.338 1.090
H -2.013 2.191 1.521
H -0.031 3.195 0.582
H -2.389 -0.345 1.114
H 1.780 1.959 -0.754
H -0.387 -1.679 0.602
H -1.308 0.205 -1.783
H -0.710 -1.450 -1.778
H -2.232 -0.938 -0.954
*
```